Entry 1:
A cluster of 3 separate species, C4H16NO2 in total at a distorted geometry. Source: the OMol25 dataset; level of theory: the ωB97M-V functional and the def2-TZVPD basis.

Properties
Kohn-Sham gap (eV): 12.89
Lowest unoccupied orbital energy (Eh): -0.0967
Net charge: +1

Structure (XYZ):
```
23
Properties=species:S:1:pos:R:3:forces:R:3:mulliken_charge:R:1
C 2.08956 -1.24477 -0.52313 0.400 0.574 0.639 -1.151
C 0.87927 -0.72035 -1.26474 1.329 0.770 0.069 -0.324
N -0.32316 -0.61647 -0.39395 -0.962 2.064 -1.563 -0.077
C -1.61417 -0.68020 -1.17740 -1.559 -2.136 1.122 -0.443
C -2.56688 0.50322 -1.02839 -0.031 -0.164 0.138 -1.011
H 3.00428 -0.94625 -1.03624 -0.103 -0.575 -0.460 0.376
H 2.03352 -2.31285 -0.32699 0.181 -0.056 -0.200 0.356
H 2.26436 -0.73808 0.43319 -0.545 -0.030 0.101 0.236
H 1.07254 0.30410 -1.59473 0.003 -0.015 0.104 0.311
H 0.75094 -1.25460 -2.20257 -0.702 -0.471 0.340 0.381
H -0.37315 0.37089 0.00249 0.625 -0.957 0.177 0.337
H -0.32560 -1.15576 0.46056 0.068 -0.742 -0.106 0.384
H -2.13181 -1.55675 -0.76825 0.005 0.138 0.211 0.326
H -1.50628 -1.05825 -2.18509 0.891 0.717 -0.374 0.406
H -3.39923 0.27915 -0.36150 0.161 -0.183 0.112 0.293
H -2.07944 1.37047 -0.59203 0.060 0.296 -0.435 0.324
H -3.02659 0.70790 -1.98953 0.199 0.422 -0.084 0.310
H 1.91629 2.02247 3.55969 -0.288 0.129 -0.138 0.294
H 2.67240 0.85136 3.05492 -0.160 -0.266 -0.330 0.310
O 1.86741 1.35087 2.86560 0.496 0.230 0.578 -0.644
H 0.29854 1.32719 2.05420 -0.093 -0.110 -0.203 0.340
H -1.01592 2.00006 1.53456 0.050 -0.013 0.142 0.328
O -0.48690 1.19665 1.47934 -0.025 0.377 0.158 -0.661
```
Positions in Å, forces in eV/Å.

Entry 2:
A cluster of 3 separate species, C4H16NO2 in total. Source: the OMol25 dataset; level of theory: the ωB97M-V functional and the def2-TZVPD basis.

Properties
Kohn-Sham gap (eV): 12.37
Lowest unoccupied orbital energy (Eh): -0.1128
Net charge: +1

Structure (XYZ):
```
23
Properties=species:S:1:pos:R:3:forces:R:3:mulliken_charge:R:1
C 0.91584 0.27629 -0.16437 -0.143 0.298 -0.791 -0.881
C 1.22088 -1.15713 -0.52186 -0.180 -0.559 0.109 0.726
C 2.74538 -1.30757 -0.64414 -0.525 0.077 0.284 -1.519
C 0.63612 -2.14814 0.48862 -0.245 -0.111 0.238 -1.406
N -0.44412 0.68751 -0.66421 0.069 -0.951 -0.035 -0.157
H 0.95992 0.45906 0.90046 0.056 0.101 0.179 0.352
H 1.61804 0.90386 -0.70529 0.081 0.357 0.271 0.415
H 0.75386 -1.36268 -1.48850 0.135 -0.050 -0.213 0.216
H 3.19918 -0.78688 0.19503 0.311 0.090 0.042 0.363
H 3.03563 -2.34615 -0.56358 0.076 -0.211 -0.151 0.408
H 3.11267 -0.89756 -1.58133 0.094 0.086 0.015 0.375
H 0.74125 -1.79338 1.51883 0.488 -0.167 -0.049 0.339
H 1.13722 -3.10540 0.34707 -0.069 -0.010 0.311 0.384
H -0.43593 -2.35790 0.41526 0.005 0.211 -0.446 0.356
H -0.41078 0.70247 -1.68339 -0.106 0.635 0.047 0.398
H -1.15488 -0.03031 -0.47808 -0.157 0.144 0.364 0.345
H -0.78998 1.54812 -0.20225 0.137 -0.003 -0.255 0.322
H -3.85457 -0.30375 -0.08518 0.168 0.127 -0.313 0.324
H -3.18739 0.71732 0.79211 0.065 0.164 -0.285 0.317
O -3.14281 0.35500 -0.10740 -0.239 -0.339 0.655 -0.657
H -0.60067 2.31507 2.12125 -0.093 0.194 -0.043 0.332
H -0.68881 3.47741 1.11137 -0.106 0.062 0.174 0.334
O -1.02711 2.59325 1.29956 0.177 -0.145 -0.107 -0.688
```
Positions in Å, forces in eV/Å.